The following is a DFT calculation (the ωB97M-V functional and the def2-TZVPD basis) of a cluster of 3 separate species, C37H61BN7O8S2 in total at a distorted geometry.

Computed properties:
* orbital gap: 7.49 eV
* net charge: +1

CARTESIAN COORDINATES (ANGSTROEM)
1 C 7.21961 1.92720 0.83950
2 C 5.80905 1.47768 0.40752
3 C 5.73401 0.67694 -0.90943
4 C 6.63489 1.15595 -2.04698
5 C 6.40148 2.60052 -2.52207
6 C 4.92321 3.01115 -2.59456
7 C 4.13725 2.12548 -3.55207
8 C 2.78903 2.68535 -3.99067
9 N 1.84686 3.06007 -2.89564
10 C 0.47244 3.06084 -3.48205
11 C -0.61903 3.56770 -2.54007
12 C -1.47764 2.44206 -1.89654
13 C -1.35779 2.31392 -0.36724
14 C -2.67557 1.98908 0.35154
15 C -2.47601 2.03876 1.87307
16 C -3.50811 1.23531 2.65771
17 C -4.89725 1.91932 2.72081
18 C 1.88003 2.17567 -1.78080
19 S 2.15730 2.73918 -0.28715
20 S 1.52111 0.45947 -2.07914
21 C 1.47910 -0.24779 -0.42595
22 C 0.54747 -1.47698 -0.30556
23 C 0.18170 -2.16811 -1.60917
24 N -0.64127 -3.37339 -1.36959
25 C -2.06514 -3.27651 -1.71376
26 B -2.85847 -2.35451 -0.66366
27 O -2.81581 -2.66239 0.67486
28 O -3.58447 -1.28055 -1.07884
29 C -0.12118 -4.45933 -0.85921
30 N -0.92479 -5.53213 -0.53923
31 C -0.14503 -6.61809 0.08900
32 C 0.67292 -6.11748 1.27443
33 C 1.51467 -4.90589 0.81976
34 O 2.88219 -5.17620 0.94880
35 N 3.59326 -3.90075 1.15826
36 O 4.55300 -4.07251 1.76235
37 N 1.20039 -4.62656 -0.59622
38 H 8.00851 1.45829 0.25701
39 H 7.30588 3.01219 0.80033
40 H 7.38644 1.65405 1.88212
41 H 5.11951 2.32242 0.38309
42 H 5.41752 0.82291 1.19118
43 H 4.68643 0.62326 -1.21678
44 H 6.03395 -0.35067 -0.67441
45 H 6.49824 0.48901 -2.90525
46 H 7.68208 1.04329 -1.76595
47 H 6.84490 2.75548 -3.50911
48 H 6.91611 3.27569 -1.83284
49 H 4.53188 2.99669 -1.58045
50 H 4.88197 4.05255 -2.92505
51 H 4.01330 1.10904 -3.17976
52 H 4.73661 2.02826 -4.46422
53 H 2.30971 2.00289 -4.70492
54 H 2.98183 3.60756 -4.54543
55 H 0.55430 3.73089 -4.34028
56 H 0.21362 2.07528 -3.88875
57 H -0.20505 4.24951 -1.79811
58 H -1.30176 4.16312 -3.15026
59 H -2.52322 2.56311 -2.18300
60 H -1.12088 1.49766 -2.31545
61 H -0.67674 1.48388 -0.15254
62 H -0.90385 3.19421 0.09320
63 H -3.43020 2.70843 0.02619
64 H -2.96160 0.96545 0.08967
65 H -2.41706 3.07111 2.22293
66 H -1.48795 1.59919 2.06736
67 H -3.13315 1.15361 3.68184
68 H -3.57906 0.21416 2.27529
69 H -4.81964 2.93028 2.32013
70 H -5.21657 2.02041 3.75592
71 H -5.63430 1.34546 2.16301
72 H 1.15451 0.48482 0.30687
73 H 2.49077 -0.52288 -0.12850
74 H -0.35963 -1.15534 0.21066
75 H 1.06120 -2.17853 0.35077
76 H 1.06419 -2.45805 -2.18341
77 H -0.39746 -1.51040 -2.25163
78 H -2.50778 -4.26683 -1.81363
79 H -2.12238 -2.81900 -2.70455
80 H -2.55225 -1.89933 1.20397
81 H -3.31115 -0.94267 -1.93910
82 H -1.66617 -5.22776 0.09080
83 H 0.51451 -7.04256 -0.66407
84 H -0.80804 -7.42442 0.39512
85 H 1.35951 -6.91943 1.54730
86 H 0.05948 -5.85776 2.13463
87 H 1.26067 -4.05024 1.45457
88 H 1.83146 -3.98273 -1.05401
89 C 1.41798 -2.61709 7.12572
90 C 1.34679 -1.23055 7.13561
91 C 1.56889 -0.51335 5.97093
92 C 1.85603 -1.20758 4.80978
93 C 1.93675 -2.58838 4.77968
94 C 1.71612 -3.29478 5.95021
95 N 2.07636 -0.44751 3.57051
96 O 2.02733 0.75898 3.63022
97 O 2.29279 -1.07167 2.54151
98 H 1.24215 -3.17197 8.03749
99 H 1.11764 -0.70501 8.05204
100 H 1.51855 0.56522 5.96737
101 H 2.17339 -3.10365 3.86087
102 H 1.77801 -4.37444 5.94683
103 C -7.73029 2.83282 -3.05242
104 C -8.98537 3.11410 -2.52981
105 C -9.39000 2.53077 -1.33947
106 C -8.52073 1.67287 -0.69212
107 C -7.26818 1.37486 -1.19661
108 C -6.87523 1.96282 -2.38810
109 N -8.93785 1.06560 0.58456
110 O -10.04440 1.33294 1.00042
111 O -8.14178 0.33866 1.14636
112 H -7.41744 3.29419 -3.97987
113 H -9.65060 3.79079 -3.04799
114 H -10.36329 2.74130 -0.92207
115 H -6.61197 0.69871 -0.66866
116 H -5.89831 1.74320 -2.79756

Löwdin population analysis, charges in e, atoms 1 to 2: -0.093, -0.245


The following is a DFT calculation (the ωB97M-V functional and the def2-TZVPD basis) of an isolated molecule of C3H4N2O at a distorted geometry.

Computed properties:
* orbital gap: 10.11 eV
* SMILES string: Nc1ccon1

CARTESIAN COORDINATES (ANGSTROEM)
1 N -1.46683 -0.71986 -0.92833
2 C -0.45744 0.03592 -0.29958
3 C 0.72835 -0.44764 0.39733
4 C 1.39917 0.67985 0.71348
5 O 0.64463 1.74749 0.36565
6 N -0.47619 1.34526 -0.38681
7 H -1.55234 -1.78724 -0.76221
8 H -2.41315 -0.34566 -0.94846
9 H 1.26908 -1.46366 0.60113
10 H 2.32471 0.95554 1.24780

Löwdin population analysis, charges in e, atoms 1 to 2: 0.075, -0.414


The following is a DFT calculation (the ωB97M-V functional and the def2-TZVPD basis) of a structure of composition C16H35N7O7P2Y.

Computed properties:
* orbital gap: 7.11 eV
* net charge: +3

CARTESIAN COORDINATES (ANGSTROEM)
1 Y 0.05493 -0.94722 -0.04998
2 C 1.83273 -0.50235 2.60878
3 N 2.69100 0.38009 1.82815
4 C 3.01618 1.68772 2.42177
5 P 3.12592 -0.01997 0.32178
6 O 2.13987 -1.10868 -0.17520
7 O 2.84221 1.24950 -0.63416
8 P 1.41115 1.93490 -1.00454
9 O 0.36015 1.17796 -0.15168
10 N 1.42554 3.48780 -0.67232
11 C 2.35655 4.39398 -1.38060
12 C 0.67234 4.11666 0.42601
13 N 1.27877 1.67375 -2.59291
14 C 0.40664 2.52828 -3.42919
15 C 1.48615 0.32723 -3.11836
16 N 4.65057 -0.43590 0.17199
17 C 5.18638 -0.80273 -1.15597
18 C 5.68328 -0.21015 1.20504
19 H 2.01797 -0.36531 3.67356
20 H 2.02930 -1.55243 2.39109
21 H 0.75231 -0.26420 2.47855
22 H 3.50621 1.54548 3.38406
23 H 2.10737 2.27520 2.56412
24 H 3.69568 2.23664 1.77166
25 H 2.87961 3.86470 -2.17446
26 H 3.08503 4.78921 -0.67386
27 H 1.79073 5.21707 -1.81460
28 H -0.00157 3.40015 0.88686
29 H 0.08749 4.94244 0.02379
30 H 1.36549 4.50344 1.17279
31 H 0.25722 3.49327 -2.95362
32 H -0.56274 2.05262 -3.58306
33 H 0.89348 2.68182 -4.39017
34 H 2.42217 -0.09964 -2.77069
35 H 1.51426 0.36885 -4.20504
36 H 0.64763 -0.35321 -2.86620
37 H 4.38015 -1.09713 -1.82620
38 H 5.84833 -1.65737 -1.03346
39 H 5.73839 0.03178 -1.58711
40 H 5.22478 -0.06656 2.17930
41 H 6.29181 0.65587 0.94729
42 H 6.31310 -1.09622 1.24719
43 C -4.61412 0.10565 1.98438
44 C -4.70897 -1.40429 2.16116
45 C -4.27366 -2.22318 0.92960
46 C -4.59517 -3.74351 1.13580
47 C -4.12218 -4.69070 0.04276
48 C -5.07116 -1.70877 -0.30352
49 O -6.24078 -1.81120 -0.39902
50 N -4.33755 -0.90619 -1.29031
51 C -3.02495 -1.01280 -1.43572
52 O -2.16362 -0.27093 -1.86402
53 N -2.52785 -2.21461 -0.75550
54 C -2.82804 -2.07548 0.65326
55 O -1.90524 -1.69870 1.35428
56 H -4.88320 0.60306 2.91415
57 H -5.30576 0.47262 1.22384
58 H -3.60271 0.43674 1.72808
59 H -5.73745 -1.69479 2.37589
60 H -4.10319 -1.73933 3.00485
61 H -5.68199 -3.77196 1.22358
62 H -4.18318 -4.02234 2.10655
63 H -4.47819 -4.39713 -0.94766
64 H -4.52295 -5.68402 0.23660
65 H -3.03463 -4.80092 0.01576
66 H -4.84324 -0.16060 -1.76223
67 O -0.69385 -3.31034 -0.50434
68 N -1.42093 -2.71359 -1.28862

Löwdin population analysis, charges in e, atoms 1 to 2: 1.785, -0.072


The following is a DFT calculation (the ωB97M-V functional and the def2-TZVPD basis) of an isolated molecule of C2H5N3S at a distorted geometry.

Computed properties:
* orbital gap: 9.07 eV
* SMILES string: [H]/N=C/NNC=S

CARTESIAN COORDINATES (ANGSTROEM)
1 H -1.83742 1.88447 -1.34429
2 N -1.24759 1.11566 -1.23989
3 C -1.14073 0.90755 -0.00733
4 N -0.52658 -0.25298 0.65067
5 N 0.37587 -0.76167 -0.27689
6 C 1.55364 -1.28417 0.11825
7 S 1.88212 -1.58047 1.76531
8 H -1.63210 1.65154 0.72646
9 H 0.07886 0.40244 1.47322
10 H 0.17099 -0.49044 -1.18330
11 H 2.32295 -1.59194 -0.68220

Löwdin population analysis, charges in e, atoms 1 to 2: 0.025, 0.091